Record 1
Below is a structure of composition C23H41EuNO2P2 at a distorted geometry, with properties calculated with ωB97M-V/def2-TZVPD.

```
! RIJCOSX wB97M-V def2-TZVPD def2/J DEFGRID3
* xyz 1 7
C 3.03656 -0.73715 -1.32161
H 3.35309 -0.00359 -2.09396
C -2.25474 -2.27387 2.76987
C -0.83838 -0.70203 4.27624
C -2.68610 0.07867 -0.23316
H 2.52662 1.60646 -2.79594
C 0.96699 2.81358 -3.71253
H 1.77902 -0.57123 -3.34074
H 3.92528 -1.05484 -0.74557
C 2.14521 1.82820 -0.22995
C 1.26277 -1.12393 3.42856
C 0.31079 -1.87551 2.70015
C -0.99613 -1.60644 3.18763
H -0.19528 -3.15924 1.03111
O -0.63770 2.55296 2.80796
H 3.20636 -1.97440 3.71370
C -0.57676 2.69721 -3.97575
H 1.45406 -2.50914 0.96743
C -1.29370 1.75973 -3.02904
C -1.88981 -0.22141 5.18288
P 1.86855 -0.03510 -0.07985
H -2.26371 -2.37764 1.66113
H -3.53853 -0.36777 0.30729
H 0.69941 -1.03750 -5.26784
H -2.06708 0.85730 5.05318
H 2.94432 -1.14812 2.13910
P -1.33524 -1.28929 -0.32385
H 0.86297 1.48929 5.28907
N -0.98666 3.77455 2.42931
C 0.54599 -0.42584 4.42609
H 3.14713 1.96299 0.22968
H -1.34946 -2.06742 -2.73127
H 2.21149 0.34079 5.49938
H -1.04322 3.69898 -3.85903
H -2.53007 0.06638 -2.78740
C -1.63679 0.47053 -3.28577
H 1.48471 2.53998 0.33170
H 1.04766 -3.78768 2.11488
C 0.28224 -0.12079 -4.83583
H 0.34694 -0.48100 -2.00845
H 1.49100 3.12825 -4.63362
H -1.42126 -1.42204 -4.37260
C 0.12226 -0.24209 -0.98103
H -2.84526 -0.73957 5.00384
H -1.60680 -0.37986 6.23796
H 0.31167 0.67121 -5.60199
H -0.28756 0.80443 -1.19581
H -3.11690 -1.67654 3.09490
H -2.84331 -2.54232 -1.80973
C 1.53805 1.49094 -3.26863
H -3.04663 0.46034 -1.19669
H 2.59780 -1.63162 -1.81041
H -2.55552 1.04435 0.34073
H 2.17640 2.26655 -1.23300
H -1.28491 -3.38548 -1.49839
O -1.12900 3.94166 1.14588
H 3.14019 -0.18633 3.64415
C 2.72597 -1.10603 3.22032
H -2.30784 -3.28781 3.23137
H 0.73080 0.16931 6.48421
H -1.81786 -0.04949 -5.34284
H 1.12516 3.63044 -2.98399
C -1.19000 -0.33573 -4.47825
C -1.74406 -2.40205 -1.75038
Eu -0.63915 1.69010 0.62693
C 1.11400 0.44312 5.49024
C 1.20194 0.27133 -3.72621
H -0.70906 2.38617 -5.04864
H -1.68458 2.27008 -2.12148
C 0.66570 -2.86801 1.64434
*
```

## Properties
Highest occupied orbital energy (spin up / spin down) in eV: -9.6 / -9.5
Gap between HOMO and LUMO (spin up / spin down) in eV: 6.6 / 6.0
LUMO energy (spin up / spin down) in eV: -2.987 / -3.447
⟨S²⟩: 12.029
ΔE to the lowest compared entry with this formula, charge and spin in kJ/mol: 22.9
Maximum force in eV/Å: 3.22

Charges in e, computed with Mulliken, in the same order as the atoms:
1. C -1.462
2. H 0.388
3. C -1.020
4. C 0.692
5. C -0.995
6. H 1.412
7. C -1.359
8. H 0.659
9. H 0.513
10. C -1.188
11. C 0.165
12. C 0.932
13. C 0.181
14. H 0.376
15. O -0.369
16. H 0.303
17. C -0.967
18. H 0.255
19. C -0.080
20. C -1.471
21. P 0.682
22. H 0.037
23. H 0.503
24. H 0.448
25. H 0.252
26. H 0.093
27. P 0.443
28. H 0.245
29. N 0.190
30. C 0.531
31. H 0.506
32. H -0.060
33. H 0.396
34. H 0.473
35. H 0.780
36. C -0.508
37. H 0.429
38. H 0.477
39. C -1.233
40. H -0.083
41. H 0.359
42. H 0.337
43. C 0.597
44. H 0.417
45. H 0.312
46. H 0.373
47. H -0.802
48. H 0.348
49. H 0.450
50. C -0.214
51. H 0.388
52. H 0.341
53. H 0.077
54. H 0.314
55. H 0.382
56. O -0.423
57. H 0.419
58. C -1.179
59. H 0.314
60. H 0.329
61. H 0.455
62. H 0.298
63. C -1.251
64. C -1.186
65. Eu 0.533
66. C -1.507
67. C -0.714
68. H 0.290
69. H 0.687
70. C -1.313

Record 2
Below is a structure of composition C23H41N2OOsP3 at a distorted geometry, with properties calculated with ωB97M-V/def2-TZVPD.

```
! RIJCOSX wB97M-V def2-TZVPD def2/J DEFGRID3
* xyz 4 5
H -0.27717 3.08468 -2.65335
H -1.47643 -2.91714 3.64783
H -0.75204 -1.27305 3.69320
H 1.92793 -0.72115 -2.03545
H -2.28649 1.53198 3.02005
H 0.00050 -2.54930 2.71093
H 1.17721 0.77919 -3.05505
C 4.41853 0.88915 -1.18126
H -0.35788 0.40646 1.56025
H 1.30618 -0.30529 2.50719
H -3.39998 0.42368 -1.85177
C -0.52528 -2.84613 -1.83714
C 7.46041 -0.77905 -2.44423
N 8.27503 -1.00583 -3.32516
H 0.28652 -0.65986 -3.51543
H 1.63775 -2.77063 1.18153
C 6.28979 -0.90967 -0.21270
H 3.65371 1.57338 -1.56797
P -1.06545 0.79866 -2.12423
C 0.20864 0.42042 -3.41829
C 0.90144 -3.12917 0.46049
H -3.04910 0.67388 -3.63313
H -4.37785 5.34065 3.18034
H -3.18622 3.66567 -0.63159
H -3.76289 -0.04197 1.74102
H -3.52390 3.26857 4.26646
H -2.68265 -0.88511 -2.79502
H 5.59989 0.94879 -3.01374
C -3.43638 -0.84235 2.42046
H 0.25743 -3.57546 -2.12473
C 1.61696 0.37756 1.68942
H 0.19460 -3.79809 0.96888
O -2.27594 1.51408 0.20927
H 4.97546 -0.88538 1.51496
H -4.22858 -1.60367 2.55437
C -1.00000 2.63300 -1.96976
H -2.01148 3.05567 -2.08877
C 1.82395 -1.57106 -1.37216
H 1.11976 2.05115 0.45923
H 1.95985 -2.47521 -1.95965
H -3.08744 -2.89339 -0.07910
H -3.16228 -0.37955 3.37791
C -3.18974 3.62705 0.44991
N 4.27750 0.38222 0.04085
C -2.72066 -3.10354 0.92844
H 0.00750 0.88052 -4.39794
C 5.17559 -0.47862 0.52144
C 0.72713 1.43916 1.28983
H -1.39321 -3.44656 -1.50769
H -0.65938 2.73649 -0.91305
H 2.56304 0.21985 1.17638
H 0.28974 2.12826 2.06452
C -0.96044 -2.14019 3.04939
H -3.58061 -3.41404 1.53679
C -3.76313 4.59856 1.20862
P 0.22185 -1.75524 -0.54551
H -4.07547 5.48852 0.72509
C -3.93602 4.53967 2.57718
C 5.49714 0.52153 -2.00590
P -1.94857 -1.54205 1.61654
H 2.62889 -1.59041 -0.64687
C 6.42585 -0.40384 -1.51993
Os -0.89872 -0.07981 0.03537
H -0.81635 -2.33980 -2.76757
C -3.41197 3.38581 3.17291
H -2.02889 -3.94833 0.86346
H 1.46739 -3.75978 -0.24361
C -2.65368 2.43973 1.01558
C -2.71426 2.40085 2.45997
C -2.70044 0.21303 -2.68185
H 7.00380 -1.61816 0.22357
*
```

## Properties
Highest occupied orbital energy (spin up / spin down) in eV: -19.6 / -20.0
Gap between HOMO and LUMO (spin up / spin down) in eV: 6.5 / 3.9
LUMO energy (spin up / spin down) in eV: -13.120 / -16.085
⟨S²⟩: 6.097
ΔE to the lowest compared entry with this formula, charge and spin in kJ/mol: 454.3
Maximum force in eV/Å: 7.09

Charges in e, computed with Mulliken, in the same order as the atoms:
1. H 0.508
2. H 0.456
3. H 0.433
4. H -0.003
5. H 0.438
6. H 0.260
7. H 0.248
8. C -0.670
9. H -0.303
10. H 0.383
11. H 0.305
12. C -1.310
13. C -0.155
14. N -0.084
15. H 0.360
16. H 0.435
17. C -0.362
18. H 0.501
19. P 0.937
20. C -1.181
21. C -1.617
22. H 0.462
23. H 0.475
24. H 0.299
25. H 0.277
26. H 0.431
27. H 0.322
28. H 0.495
29. C -1.223
30. H 0.558
31. C -0.052
32. H 0.461
33. O -0.639
34. H 0.447
35. H 0.573
36. C -0.961
37. H 0.277
38. C -1.399
39. H 0.384
40. H 0.582
41. H 0.428
42. H 0.396
43. C -0.472
44. N -0.296
45. C -1.397
46. H 0.536
47. C -0.383
48. C -0.866
49. H 0.366
50. H 0.249
51. H 0.191
52. H 0.578
53. C -1.199
54. H 0.535
55. C -0.529
56. P 0.788
57. H 0.482
58. C -0.672
59. C -0.202
60. P 0.806
61. H 0.464
62. C 0.972
63. Os 1.314
64. H 0.353
65. C -0.704
66. H 0.360
67. H 0.580
68. C 0.624
69. C -0.014
70. C -1.156
71. H 0.517

Record 3
Below is a cluster of 6 separate species, C23H41O20P2 in total at a distorted geometry, with properties calculated with ωB97M-V/def2-TZVPD.

```
! RIJCOSX wB97M-V def2-TZVPD def2/J DEFGRID3
* xyz -1 1
C -1.73221 -0.03888 0.16121
H -2.43036 3.56976 -6.76212
C 3.62272 -0.61386 -0.34863
H -4.27341 2.18795 -7.53531
C -3.18207 3.31756 -6.02087
O 3.38501 -1.93171 -0.52152
H 0.88511 -2.07680 0.95067
P -1.77636 -0.70120 1.83561
H 6.11227 -1.65018 -1.10027
C 6.57981 -2.80716 3.12355
H -0.08470 0.65573 7.00650
H -2.30913 -0.39207 -5.02556
H -2.28829 2.35044 3.49683
C 4.13622 -2.38246 -1.65580
O 3.02308 0.09151 0.39427
C -1.92327 1.81380 2.62367
C -0.56200 -0.00943 -2.07859
O -6.25154 4.56630 -5.22717
H 1.69751 -3.63766 2.81641
H -1.15690 -2.10043 -4.58358
C -5.49164 2.93058 -1.88240
H 6.00383 -1.99820 3.56361
C 7.67511 -2.33495 2.18552
H -2.62708 -0.41435 -0.33228
O -1.44811 -0.73532 -2.86912
C -3.51798 3.32147 -0.86309
H 1.43938 -0.78873 -2.07930
O 4.64571 -0.20373 -1.13880
O -4.19652 2.41077 -1.59331
H -1.78440 -1.55721 5.72907
H -6.13403 4.95740 -1.41050
H -3.80729 1.22382 -6.11545
C -5.32081 3.92220 -5.60065
C 0.32015 -2.23266 1.86305
C 5.25485 -1.36282 -1.71517
H -2.69249 3.10004 -5.07125
O -2.45084 3.10190 -0.39387
H -0.61396 -0.49481 4.93113
H 2.03624 -1.88881 3.03351
O 0.71773 -0.83041 -3.95047
H -0.41256 -3.01055 1.66633
C -5.25991 4.41693 -1.76233
H 1.28721 0.84536 -2.84800
H -0.91289 1.03210 -2.03904
H 4.49735 -3.39532 -1.49639
H -0.50734 -1.61380 -0.69250
O -0.32104 -1.08244 8.08877
C -4.11790 2.20754 -6.45562
H 0.41471 -0.22662 -0.17588
C 1.26497 -2.65663 2.97167
H 7.41975 -1.39804 1.68728
O 1.02107 -2.89013 8.02033
H 0.70535 -2.58034 3.89568
C 0.36322 -2.07321 7.46299
O 5.75479 -3.58376 2.25235
C 6.50199 -4.00042 1.20795
H -1.76878 0.22701 7.37722
C -0.79718 -0.16676 7.09251
O -4.18893 4.49890 -0.80664
H -2.51428 2.16550 1.78584
H 3.49834 -2.35717 -2.54112
O -0.27281 -0.99031 2.29511
C -0.83717 -1.03097 5.84942
H -0.74131 0.77408 -4.48422
H -4.91800 4.85709 -2.70016
O -2.20940 0.42969 2.89525
H -5.80780 2.62737 -2.87725
H -0.21426 3.05905 2.97196
C -0.44702 2.15014 2.41919
C -0.52389 -0.52421 -0.64597
O -2.67563 -1.85520 1.96791
C 0.84480 -0.15052 -2.74300
O -5.35121 2.59229 -5.82389
O -4.09044 4.42207 -5.83413
H 5.59496 -1.15171 -2.72506
H 8.64538 -2.23511 2.66396
H -0.46329 -0.70863 -5.92822
H -0.24493 2.36626 1.37456
P -0.95483 -0.67446 -4.56271
H 0.20278 1.36743 2.79398
O 7.71023 -3.38184 1.20720
H -6.20978 2.55851 -1.14927
H -1.74503 1.04314 0.06134
O 6.14953 -4.79238 0.39842
H 6.95878 -3.45397 3.91660
O 0.19303 -1.99335 6.12804
*
```

## Properties
Highest occupied orbital energy in eV: -4.4
Gap between HOMO and LUMO in eV: 6.4
LUMO energy in eV: 1.937
Maximum force in eV/Å: 1.07

Charges in e, computed with Mulliken, in the same order as the atoms:
1. C 0.453
2. H 0.304
3. C 0.786
4. H 0.253
5. C -0.111
6. O -0.261
7. H -0.147
8. P 0.715
9. H 0.122
10. C -0.307
11. H 0.298
12. H -0.245
13. H 0.482
14. C -0.360
15. O -0.545
16. C -0.201
17. C 0.133
18. O -0.560
19. H 0.447
20. H -0.085
21. C -0.298
22. H 0.298
23. C -0.296
24. H 0.569
25. O -0.427
26. C 0.595
27. H -0.527
28. O -0.419
29. O -0.275
30. H 0.235
31. H 0.293
32. H 0.171
33. C 0.695
34. C 0.164
35. C -0.290
36. H 0.139
37. O -0.471
38. H -0.299
39. H 0.260
40. O -0.472
41. H 0.536
42. C -0.251
43. H 0.180
44. H 0.040
45. H 0.363
46. H 0.474
47. O -0.353
48. C -0.209
49. H 0.238
50. C -1.319
51. H 0.247
52. O -0.552
53. H 0.226
54. C 0.600
55. O -0.312
56. C 0.718
57. H 0.309
58. C -0.370
59. O -0.385
60. H 0.080
61. H 0.288
62. O -0.085
63. C 0.381
64. H -0.244
65. H 0.217
66. O -0.454
67. H 0.225
68. H 0.438
69. C -0.874
70. C -1.080
71. O -0.894
72. C 0.602
73. O -0.345
74. O -0.358
75. H 0.337
76. H 0.296
77. H 0.025
78. H 0.225
79. P 0.109
80. H 0.188
81. O -0.348
82. H 0.253
83. H -0.420
84. O -0.547
85. H 0.260
86. O -0.274

Record 4
Below is a structure of composition C23H42As2MoNO10P2Si2 at a distorted geometry, with properties calculated with ωB97M-V/def2-TZVPD.

```
! RIJCOSX wB97M-V def2-TZVPD def2/J DEFGRID3
* xyz -1 3
C -4.34432 -0.02773 2.03652
C 1.94366 2.50158 2.27093
H 1.16588 -1.25669 3.35590
H 2.62447 2.48891 1.42347
H 3.17686 0.17495 2.07484
H 1.48537 3.48988 2.34208
C -2.04426 -0.50863 3.90132
P -1.30083 0.71425 -4.74169
C 1.35654 1.06014 -1.85573
H 3.71812 0.25880 -4.18133
H -1.09183 1.90649 -2.38566
H 2.50544 -2.30318 3.86156
Si 2.40777 -2.10871 1.39017
H 1.23747 -5.62175 0.19966
C 3.61641 -3.55199 1.17307
C 3.19209 2.26269 -3.62128
P -2.08915 -1.40080 -2.97720
H -3.50819 2.61722 2.67485
As 0.93922 -2.12853 -0.42031
H -2.39209 -4.32463 1.79340
H -2.20816 -3.94717 -1.55860
H -2.42822 -1.52145 3.81914
H 2.34914 4.65112 -0.66050
C 3.47624 -0.54806 1.31647
H 3.87606 2.73471 -4.31636
H -2.34548 2.09600 -1.31014
H -2.39372 -2.61689 1.29496
H 4.43085 -3.24056 0.51499
H -4.42983 -1.07749 1.76073
C -1.44644 -4.61196 -1.15116
H 4.04802 -3.87437 2.12506
C -1.76424 -3.44622 1.61439
C 2.19401 0.30159 -2.67596
H -1.26658 -3.17327 2.54569
H 4.52526 -0.79877 1.49355
C -2.48150 2.30075 2.49396
O -2.04754 1.08496 -6.12174
C -1.43296 4.22664 -0.21100
Mo -0.12395 0.16371 -0.62023
H 2.42431 4.12286 -2.90133
C -0.80058 5.33250 0.33913
O -1.23571 1.94374 -3.91687
H -1.99914 0.33166 -6.72148
C 1.69530 -2.18715 3.13557
O 0.13385 1.14297 3.04589
C 1.27896 4.53604 -0.54036
H -0.44297 -1.72899 -4.24852
N -1.33727 2.09521 -1.39128
Si -0.50983 -3.84457 0.27495
As -2.47054 0.38976 2.26015
C -0.71204 3.26339 -0.90556
C 2.37873 3.04355 -2.81606
H -4.90063 0.16397 2.95473
H 3.13756 -4.41300 0.70727
H -1.82933 2.58713 3.31290
H -2.50794 4.11053 -0.11840
H 1.07903 6.33620 0.61230
H 2.11438 -0.77749 -2.65465
O -2.43489 -0.30045 -4.08089
C 0.56652 5.48574 0.18117
C 1.47108 2.46768 -1.92773
H -2.10809 2.74951 1.57471
H -0.11714 -6.07899 1.23743
H 1.13579 -4.98708 1.84382
H -0.97155 -0.50876 4.06682
H -2.55442 0.02042 4.70695
H 0.99572 -3.01514 3.26747
O -1.36501 -0.54357 -1.89071
O -0.98556 -2.31276 -3.63663
C 3.10238 0.88481 -3.54760
H 2.47997 2.30263 3.19761
H -1.38010 6.07170 0.87813
H -0.76854 -4.86902 -1.96632
H 3.40104 -0.06210 0.34065
H -4.74807 0.57726 1.22599
C 0.84326 1.48408 2.10165
O -0.10382 -0.14197 -5.02076
C 0.54866 -5.25476 0.96362
O -1.76679 -0.18721 0.87449
H -1.93547 -5.52450 -0.79509
O -3.27764 -2.10760 -2.49382
C 0.66961 3.41814 -1.10180
O 0.67732 1.03805 0.90463
*
```

## Properties
Highest occupied orbital energy (spin up / spin down) in eV: -4.5 / -4.8
Gap between HOMO and LUMO (spin up / spin down) in eV: 6.7 / 7.1
LUMO energy (spin up / spin down) in eV: 2.151 / 2.272
⟨S²⟩: 2.018
ΔE to the lowest compared entry with this formula, charge and spin in kJ/mol: 0.0
Maximum force in eV/Å: 1.59

Charges in e, computed with Mulliken, in the same order as the atoms:
1. C -1.330
2. C -1.484
3. H -0.059
4. H 0.292
5. H 0.110
6. H 0.280
7. C -1.095
8. P 0.698
9. C 1.591
10. H 0.409
11. H -0.018
12. H 0.461
13. Si 0.582
14. H 0.280
15. C -1.284
16. C -0.911
17. P 0.455
18. H 0.532
19. As 0.088
20. H 0.532
21. H 0.333
22. H 0.356
23. H 0.485
24. C -0.925
25. H 0.358
26. H 0.326
27. H -0.158
28. H 0.360
29. H 0.370
30. C -1.123
31. H 0.330
32. C -0.559
33. C -0.371
34. H 0.078
35. H 0.580
36. C -0.685
37. O -0.601
38. C -0.710
39. Mo -0.628
40. H 0.500
41. C -0.571
42. O -0.691
43. H 0.317
44. C -0.804
45. O -0.659
46. C -0.433
47. H 0.444
48. N 0.182
49. Si 0.340
50. As 0.659
51. C 0.322
52. C -0.573
53. H 0.411
54. H 0.309
55. H 0.279
56. H 0.555
57. H 0.381
58. H 0.347
59. O -0.383
60. C -1.020
61. C 0.606
62. H -0.132
63. H 0.331
64. H 0.314
65. H 0.185
66. H 0.457
67. H 0.266
68. O -0.028
69. O -0.468
70. C -0.797
71. H 0.431
72. H 0.410
73. H 0.265
74. H 0.103
75. H 0.362
76. C 0.140
77. O -0.805
78. C -1.185
79. O -0.198
80. H 0.360
81. O -0.775
82. C 0.502
83. O 0.802

Calculated values (hartree) of energy for the records, taken in order: -2498.6580, -2198.6816, -3088.6447, -7510.7405.